# 1
C4H12N2O4 | the ωB97M-V functional and the def2-TZVPD basis

Calculated values
* frontier orbital gap: 9.54 eV
* lowest unoccupied orbital energy: 0.43 eV
* E_HOMO: -9.11 eV
* structure (SMILES): CNCC(=O)NC=O.O.O
* total charge: 0
* strongest force on any atom: 5.99 eV/A
* E: -15511.0663 eV

CARTESIAN COORDINATES (ANGSTROEM)
O (-1.66, 0.80, -1.64)
C (-0.87, 0.33, -0.90)
N (0.29, 1.05, -0.57)
C (0.48, 2.40, -0.72)
O (1.08, 2.86, 0.20)
C (-0.90, -1.24, -0.35)
N (-0.73, -1.14, 1.19)
C (-1.95, -0.52, 1.72)
H (0.92, 0.45, -0.03)
H (-0.06, 2.84, -1.48)
H (-1.92, -1.58, -0.52)
H (-0.04, -1.71, -0.82)
H (-0.52, -2.09, 1.34)
H (-1.79, 0.57, 1.59)
H (-2.13, -0.76, 2.74)
H (-2.81, -0.94, 1.11)
H (1.48, -0.62, 1.75)
H (2.75, -0.20, 1.12)
O (1.82, -0.63, 0.91)
H (2.66, 0.25, -1.65)
H (1.84, 0.18, -2.86)
O (2.06, -0.29, -2.14)

=====

# 2
C3H36NO14 | the ωB97M-V functional and the def2-TZVPD basis

Calculated values
* frontier orbital gap: 11.37 eV
* lowest unoccupied orbital energy: -2.18 eV
* E_HOMO: -13.56 eV
* total charge: +1
* strongest force on any atom: 3.51 eV/A
* E: -33847.5272 eV

CARTESIAN COORDINATES (ANGSTROEM)
O (-2.55, -0.17, 1.05)
C (-1.44, 0.66, 1.38)
C (-0.25, 0.33, 0.48)
N (0.83, 1.33, 0.60)
C (2.02, 1.01, -0.24)
H (-2.46, -1.08, 1.41)
H (-1.76, 1.68, 1.23)
H (-1.17, 0.49, 2.42)
H (-0.57, 0.32, -0.55)
H (0.14, -0.65, 0.73)
H (1.13, 1.40, 1.57)
H (0.43, 2.27, 0.27)
H (2.90, 0.91, 0.38)
H (2.18, 1.80, -0.97)
H (1.89, 0.07, -0.76)
H (-0.10, 1.49, -4.75)
H (-0.21, 0.54, -3.51)
O (0.29, 1.29, -3.88)
H (0.07, 3.78, -1.03)
H (-1.32, 3.31, -0.65)
O (-0.46, 3.54, -0.24)
H (1.27, 4.27, -3.13)
H (0.80, 2.78, -2.99)
O (1.15, 3.55, -2.48)
H (-4.22, -0.22, -1.56)
H (-3.03, -0.11, -0.52)
O (-3.30, 0.04, -1.47)
H (1.27, -2.73, -2.28)
H (0.08, -1.76, -2.06)
O (0.86, -2.14, -1.63)
H (0.62, -3.69, 2.18)
H (0.12, -4.74, 3.22)
O (-0.01, -3.84, 2.93)
H (1.31, -2.65, -0.01)
H (2.50, -2.28, 0.93)
O (1.64, -2.77, 0.90)
H (-1.63, -1.54, -3.66)
H (-1.97, -0.58, -2.45)
O (-1.24, -0.96, -2.99)
H (3.41, -0.27, 1.50)
H (4.63, -1.24, 1.36)
O (3.76, -1.06, 1.01)
H (0.38, -1.50, 3.53)
H (0.95, -1.64, 2.11)
O (0.65, -0.98, 2.76)
H (1.77, 0.28, 2.71)
H (2.63, 1.55, 3.04)
O (2.34, 0.98, 2.31)
H (-3.02, 1.86, -1.61)
H (-3.56, 3.31, -1.52)
O (-2.74, 2.80, -1.63)
H (-1.58, -3.08, 2.47)
H (-3.05, -3.34, 2.01)
O (-2.39, -2.64, 2.10)

=====

# 3
C42H105N7 | the ωB97M-V functional and the def2-TZVPD basis

Calculated values
* frontier orbital gap: 8.58 eV
* lowest unoccupied orbital energy: 0.63 eV
* E_HOMO: -7.95 eV
* structure (SMILES): CCN(CC)CC.CCN(CC)CC.CCN(CC)CC.CCN(CC)CC.CCN(CC)CC.CCN(CC)CC.CCN(CC)CC
* total charge: 0
* strongest force on any atom: 3.03 eV/A
* E: -55681.1093 eV

CARTESIAN COORDINATES (ANGSTROEM)
C (-6.75, 6.97, -1.09)
C (-6.61, 8.23, -2.00)
N (-5.31, 8.89, -2.17)
C (-4.50, 7.89, -2.92)
C (-3.14, 8.06, -2.33)
C (-5.40, 10.01, -3.11)
C (-5.93, 11.22, -2.40)
H (-6.55, 6.03, -1.62)
H (-7.73, 6.93, -0.61)
H (-6.04, 7.06, -0.28)
H (-6.96, 7.92, -2.99)
H (-7.27, 8.96, -1.55)
H (-4.80, 6.85, -2.99)
H (-4.44, 8.20, -3.96)
H (-2.73, 9.06, -2.15)
H (-3.08, 7.58, -1.36)
H (-2.48, 7.48, -2.98)
H (-5.98, 9.97, -4.03)
H (-4.40, 10.30, -3.41)
H (-5.43, 11.37, -1.44)
H (-7.00, 11.08, -2.27)
H (-5.76, 12.12, -2.99)
C (-3.26, -3.47, 10.66)
C (-2.76, -2.02, 10.80)
N (-1.32, -2.03, 10.51)
C (-0.56, -2.24, 11.72)
C (0.84, -2.93, 11.47)
C (-0.87, -0.82, 9.79)
C (-1.43, -0.89, 8.35)
H (-2.71, -4.13, 11.34)
H (-3.10, -3.91, 9.68)
H (-4.30, -3.60, 10.93)
H (-3.26, -1.34, 10.12)
H (-2.93, -1.65, 11.81)
H (-0.36, -1.31, 12.25)
H (-1.10, -2.89, 12.40)
H (0.89, -3.74, 12.20)
H (0.81, -3.37, 10.47)
H (1.73, -2.31, 11.52)
H (0.21, -0.66, 9.79)
H (-1.16, 0.09, 10.32)
H (-0.94, -1.71, 7.83)
H (-1.24, 0.01, 7.79)
H (-2.47, -1.22, 8.26)
C (9.78, 1.07, 4.07)
C (10.99, 0.68, 3.18)
N (10.60, 0.27, 1.82)
C (10.24, 1.39, 0.94)
C (11.29, 2.52, 0.83)
C (9.68, -0.90, 1.86)
C (9.52, -1.67, 0.50)
H (9.26, 1.97, 3.73)
H (10.01, 1.42, 5.08)
H (9.04, 0.27, 4.13)
H (11.70, 1.51, 3.18)
H (11.55, -0.18, 3.58)
H (10.19, 0.94, -0.05)
H (9.31, 1.86, 1.25)
H (10.97, 3.16, 0.00)
H (11.34, 3.11, 1.74)
H (12.29, 2.12, 0.67)
H (8.68, -0.72, 2.26)
H (10.22, -1.63, 2.47)
H (10.50, -1.69, 0.04)
H (8.79, -1.18, -0.15)
H (9.26, -2.69, 0.77)
C (-1.74, -5.22, -5.64)
C (-2.84, -5.04, -6.76)
N (-3.13, -3.72, -7.31)
C (-4.26, -3.80, -8.24)
C (-3.93, -4.32, -9.60)
C (-3.02, -2.53, -6.46)
C (-4.30, -2.42, -5.53)
H (-0.80, -4.70, -5.79)
H (-1.42, -6.26, -5.52)
H (-2.14, -4.99, -4.65)
H (-2.43, -5.56, -7.62)
H (-3.73, -5.61, -6.50)
H (-4.61, -2.77, -8.35)
H (-5.08, -4.40, -7.85)
H (-2.91, -4.01, -9.84)
H (-4.65, -3.97, -10.34)
H (-3.62, -5.34, -9.79)
H (-2.10, -2.66, -5.87)
H (-2.97, -1.59, -7.01)
H (-4.55, -3.35, -5.03)
H (-4.22, -1.67, -4.74)
H (-5.23, -2.21, -6.06)
C (4.71, -2.45, -8.25)
C (5.93, -1.93, -9.05)
N (6.81, -0.97, -8.32)
C (7.83, -0.40, -9.23)
C (7.32, 0.77, -10.10)
C (6.19, 0.04, -7.52)
C (7.18, 0.77, -6.56)
H (4.07, -3.13, -8.82)
H (4.02, -1.69, -7.90)
H (5.02, -2.93, -7.32)
H (6.58, -2.75, -9.33)
H (5.46, -1.43, -9.91)
H (8.63, -0.10, -8.56)
H (8.30, -1.17, -9.84)
H (7.31, 1.75, -9.62)
H (7.89, 0.80, -11.03)
H (6.29, 0.60, -10.40)
H (5.33, -0.39, -7.01)
H (5.83, 0.82, -8.20)
H (7.76, -0.04, -6.11)
H (6.87, 1.42, -5.74)
H (7.92, 1.38, -7.06)
C (-6.01, -4.97, 2.14)
C (-6.66, -5.27, 3.48)
N (-8.13, -4.99, 3.43)
C (-8.82, -6.03, 2.67)
C (-10.26, -5.62, 2.41)
C (-8.68, -5.04, 4.82)
C (-8.50, -3.77, 5.59)
H (-5.95, -5.92, 1.62)
H (-5.09, -4.39, 2.22)
H (-6.74, -4.38, 1.58)
H (-6.48, -6.33, 3.66)
H (-6.18, -4.87, 4.38)
H (-8.35, -6.19, 1.70)
H (-8.78, -6.93, 3.29)
H (-10.40, -5.30, 1.38)
H (-11.01, -6.38, 2.63)
H (-10.69, -4.78, 2.96)
H (-8.25, -5.86, 5.39)
H (-9.75, -5.25, 4.84)
H (-7.45, -3.49, 5.69)
H (-9.04, -3.73, 6.54)
H (-8.90, -2.97, 4.97)
C (3.05, 2.29, 0.56)
C (2.41, 1.45, 1.62)
N (1.26, 2.20, 2.29)
C (1.54, 3.59, 2.69)
C (2.58, 3.68, 3.73)
C (0.05, 2.28, 1.47)
C (-0.70, 0.88, 1.37)
H (2.38, 2.75, -0.16)
H (3.74, 1.61, 0.05)
H (3.61, 3.12, 0.99)
H (2.07, 0.55, 1.11)
H (3.01, 0.99, 2.40)
H (1.75, 4.26, 1.86)
H (0.72, 4.04, 3.24)
H (3.55, 3.35, 3.35)
H (2.82, 4.68, 4.10)
H (2.37, 3.05, 4.59)
H (0.13, 2.56, 0.42)
H (-0.72, 2.94, 1.86)
H (-1.78, 0.98, 1.28)
H (-0.58, 0.42, 2.36)
H (-0.31, 0.29, 0.54)